# 1
Entry from the Open Molecules 2025 dataset: a molecular structure, C23H52NO5OsP2SSi at a distorted geometry (ωB97M-V/def2-TZVPD).

The geometry in XYZ format:
```
86
Properties=species:S:1:pos:R:3:lowdin_spin:R:1
C -0.734 0.831 -6.025 0.367
C -0.902 0.455 -4.648 0.063
N 0.083 0.840 -3.727 0.271
C 0.908 1.872 -4.042 0.334
C 0.862 2.448 -5.315 0.181
C 0.068 1.913 -6.331 0.278
C -2.005 -0.285 -4.214 0.378
P -2.048 -0.777 -2.458 0.098
Os 0.020 0.030 -1.811 1.162
P 2.009 1.221 -1.618 0.023
C 1.778 2.410 -2.944 0.052
O -0.550 -3.580 -5.497 0.004
O 0.350 -3.826 -2.577 0.003
H -1.368 0.309 -6.763 0.015
H 1.462 3.337 -5.473 0.003
H 0.083 2.333 -7.355 0.011
C -3.402 0.341 -2.066 0.043
C -2.588 -2.464 -2.136 0.014
H 2.720 2.735 -3.363 0.004
H 1.287 3.286 -2.525 0.019
H -1.153 -2.836 -5.280 0.003
H -2.593 -0.793 -4.957 0.017
C 2.440 2.206 -0.190 0.007
C 3.548 0.370 -2.082 0.004
H 0.901 -1.319 -2.093 0.016
H 0.763 -4.579 -2.088 0.000
H 0.311 -3.940 -3.572 0.000
H 0.249 -3.188 -5.925 0.001
H -0.431 1.450 -0.985 0.030
H 1.522 -0.763 -2.273 0.018
H -4.225 0.015 -2.706 0.003
H -3.685 0.338 -1.013 0.004
H -3.098 1.340 -2.387 0.004
H -3.339 -2.729 -2.890 0.000
H -1.734 -3.162 -2.180 0.000
H -3.046 -2.515 -1.138 0.002
H 4.340 1.107 -2.206 0.000
H 3.858 -0.349 -1.322 0.000
H 3.413 -0.164 -3.021 0.002
H 3.371 2.742 -0.366 0.001
H 1.642 2.920 -0.001 0.001
H 2.549 1.591 0.699 0.000
C -1.559 -2.577 3.357 0.000
C -2.395 -1.379 2.934 0.001
C -3.274 -1.744 1.748 0.008
C -3.270 -0.920 4.095 0.001
O -1.567 -0.257 2.550 0.021
Si -0.065 -0.084 1.885 0.040
S 0.003 -1.228 0.127 0.446
O 0.205 1.537 1.815 -0.001
C -0.320 2.538 2.727 0.000
C -1.710 2.945 2.270 0.000
C -0.364 2.005 4.148 0.000
C 0.617 3.736 2.673 0.000
O 1.023 -0.752 2.921 0.014
C 2.447 -1.047 2.990 0.001
C 2.998 -1.512 1.648 0.013
C 3.204 0.187 3.468 0.000
C 2.606 -2.168 4.012 0.000
H -2.235 -3.381 3.681 0.000
H -0.909 -2.328 4.202 0.000
H -0.954 -2.963 2.529 0.000
H -3.963 -2.553 2.026 0.000
H -3.870 -0.878 1.434 0.000
H -2.659 -2.079 0.902 0.008
H -2.663 -0.676 4.978 0.000
H -3.870 -0.042 3.818 0.000
H -3.961 -1.727 4.374 0.000
H -2.402 2.100 2.325 0.000
H -2.093 3.748 2.911 0.000
H -1.681 3.312 1.240 0.000
H 0.610 1.615 4.462 0.000
H -0.635 2.817 4.836 0.000
H -1.117 1.219 4.263 0.000
H 1.634 3.456 2.977 0.000
H 0.653 4.165 1.665 0.000
H 0.263 4.516 3.359 0.000
H 2.971 -0.707 0.900 0.003
H 4.049 -1.817 1.776 0.001
H 2.428 -2.366 1.260 0.005
H 2.852 0.492 4.462 0.000
H 4.274 -0.057 3.545 0.000
H 3.096 1.029 2.771 0.000
H 2.253 -1.845 4.999 0.000
H 2.047 -3.062 3.706 0.000
H 3.667 -2.439 4.099 0.000
```

max |F|: 4.05 eV/Å
orbital gap (alpha / beta): 5.23 / 6.59 eV
multiplicity: 5
charge: +1

=====

# 2
Entry from the Open Molecules 2025 dataset: a molecular structure, C23H52OOsP4 at a distorted geometry (ωB97M-V/def2-TZVPD).

The geometry in XYZ format:
```
81
Properties=species:S:1:pos:R:3:lowdin_spin:R:1
Os 0.763 -0.388 0.579 1.451
P 2.131 -1.236 2.140 0.064
P 1.939 1.583 0.226 0.076
P -0.273 -2.411 0.069 0.055
H -0.295 1.705 -8.905 0.016
C -1.240 1.177 -8.803 0.468
C -2.371 1.815 -8.512 0.460
H -2.398 2.892 -8.364 0.016
C 3.597 -2.151 1.490 0.036
C 2.989 -0.141 3.361 0.013
C 1.503 -2.472 3.371 0.023
C 1.179 2.695 -1.024 0.004
C 2.311 2.851 1.524 0.049
C 3.615 1.364 -0.510 0.000
C -1.568 -2.326 -1.238 0.004
C -1.134 -3.485 1.306 0.038
C 0.852 -3.658 -0.679 -0.001
H -1.212 0.101 -8.951 0.016
H -3.315 1.287 -8.411 0.016
H 4.268 -2.479 2.292 0.003
H 4.135 -1.497 0.799 0.000
H 3.259 -3.024 0.925 0.000
H 3.562 -0.736 4.081 0.001
H 2.245 0.448 3.905 -0.001
H 3.670 0.546 2.853 0.000
H 2.145 -3.360 3.397 0.001
H 0.485 -2.775 3.128 0.000
H 1.496 -2.018 4.366 0.002
H 1.670 3.674 -0.998 0.000
H 0.113 2.806 -0.816 0.001
H 1.281 2.256 -2.019 0.002
H 3.307 3.278 1.360 0.005
H 2.268 2.426 2.528 0.000
H 1.576 3.658 1.454 0.002
H 4.027 2.316 -0.863 0.000
H 3.525 0.668 -1.347 0.000
H 4.300 0.926 0.221 0.000
H -2.159 -3.249 -1.240 0.000
H -1.088 -2.194 -2.210 0.003
H -2.226 -1.472 -1.069 0.000
H -1.877 -4.113 0.803 0.005
H -1.637 -2.873 2.059 0.000
H -0.413 -4.136 1.808 0.001
H 0.290 -4.440 -1.202 0.000
H 1.471 -4.108 0.102 0.000
H 1.510 -3.143 -1.385 0.000
C -0.456 0.203 -2.273 0.127
C 0.714 -0.204 -2.959 0.123
C 0.743 -0.285 -4.350 0.014
C -0.381 0.029 -5.117 0.228
C -1.546 0.433 -4.455 -0.003
C -1.589 0.520 -3.068 0.161
O -0.563 0.320 -0.960 0.323
H 1.874 -0.942 -0.497 0.017
H 1.586 -0.460 -2.363 0.003
H 1.662 -0.600 -4.841 -0.002
H -0.352 -0.040 -6.200 0.015
H -2.435 0.683 -5.030 -0.003
H -2.495 0.840 -2.560 0.005
C -3.915 0.138 1.285 0.001
C -2.961 1.181 1.853 -0.003
P -1.220 0.566 1.951 0.067
C -0.511 2.184 2.380 0.042
C -1.283 3.138 3.305 0.017
C -1.450 -0.585 3.368 0.024
C -1.879 0.036 4.695 0.008
H -3.575 -0.177 0.278 0.000
H -4.926 0.588 1.183 0.000
H -3.998 -0.746 1.943 0.000
H -2.975 2.034 1.141 0.000
H -3.354 1.540 2.821 -0.001
H -0.358 2.732 1.438 0.001
H 0.386 1.910 2.935 0.002
H -1.535 2.688 4.277 0.000
H -0.643 4.022 3.509 0.003
H -2.208 3.520 2.826 0.000
H -2.219 -1.328 3.137 0.000
H -0.486 -1.014 3.594 0.002
H -2.864 0.537 4.644 0.000
H -1.970 -0.772 5.452 0.002
H -1.096 0.729 5.064 0.000
```

max |F|: 4.85 eV/Å
ΔE to the lowest compared entry with this formula, charge and spin: 0.0 kcal/mol
orbital gap (alpha / beta): 8.91 / 4.52 eV
multiplicity: 5
charge: +4

=====

# 3
Entry from the Open Molecules 2025 dataset: 6 unconnected molecules or ions with the total composition C23H54BNO10S at a distorted geometry (ωB97M-V/def2-TZVPD).

The geometry in XYZ format:
```
90
Properties=species:S:1:pos:R:3:mulliken_charge:R:1
O 0.652 -1.565 4.841 -0.519
C 1.006 -2.515 4.196 0.835
O 0.353 -3.085 3.210 -0.318
C -1.077 -3.025 3.381 -0.569
B -1.674 -1.725 2.681 1.051
O -1.053 -1.305 1.511 -0.617
O -2.776 -1.024 3.146 -0.717
O 2.252 -3.107 4.361 -0.187
N 3.214 -2.048 4.133 -0.444
C 3.440 -1.864 2.937 0.705
S 3.711 -1.446 1.480 -0.360
H -1.394 -3.109 4.414 0.508
H -1.482 -3.878 2.844 0.339
H -0.416 -0.616 1.736 0.177
H -2.447 -0.339 3.734 0.276
C -1.182 2.211 -0.666 -0.921
C -0.817 2.000 0.793 -0.143
O 0.307 1.160 0.985 -0.321
C 1.525 1.624 0.421 0.059
C 1.999 2.952 0.983 -1.074
H -1.291 1.253 -1.175 0.306
H -2.120 2.761 -0.744 0.420
H -0.417 2.784 -1.195 0.006
H -1.644 1.502 1.302 0.212
H -0.669 2.961 1.298 0.328
H 1.446 1.674 -0.671 0.319
H 2.255 0.850 0.648 -0.205
H 1.336 3.770 0.701 0.223
H 2.992 3.188 0.602 0.396
H 2.037 2.916 2.073 0.338
C -3.945 -4.387 -2.000 -1.067
C -4.791 -4.543 -0.747 -0.330
O -4.291 -3.835 0.371 -0.379
C -4.210 -2.427 0.226 0.330
C -5.552 -1.757 -0.015 -1.330
H -2.903 -4.630 -1.790 0.286
H -4.310 -5.049 -2.785 0.405
H -3.975 -3.367 -2.385 0.259
H -4.801 -5.592 -0.448 0.331
H -5.831 -4.262 -0.945 0.325
H -3.495 -2.163 -0.560 0.240
H -3.795 -2.057 1.161 -0.246
H -5.971 -2.026 -0.986 0.350
H -5.440 -0.673 0.010 0.402
H -6.271 -2.056 0.749 0.328
C 3.301 4.334 -4.178 -1.118
C 2.186 4.544 -3.167 -0.259
O 2.606 5.180 -1.974 -0.375
C 3.137 6.483 -2.117 -0.320
C 2.153 7.486 -2.697 -1.095
H 4.147 3.823 -3.716 0.290
H 2.945 3.735 -5.017 0.421
H 3.667 5.280 -4.577 0.296
H 1.792 3.575 -2.859 0.226
H 1.352 5.092 -3.620 0.301
H 4.059 6.459 -2.709 0.300
H 3.418 6.796 -1.111 0.345
H 1.911 7.262 -3.737 0.276
H 2.576 8.490 -2.665 0.402
H 1.221 7.478 -2.131 0.290
C -4.600 -4.209 9.183 -1.048
C -3.865 -3.301 8.211 -0.328
O -3.417 -3.958 7.041 -0.415
C -4.425 -4.529 6.227 -0.359
C -5.406 -3.513 5.673 -1.032
H -3.998 -5.090 9.410 0.287
H -4.809 -3.677 10.111 0.392
H -5.552 -4.554 8.776 0.264
H -2.966 -2.913 8.690 0.334
H -4.483 -2.434 7.951 0.300
H -4.945 -5.330 6.765 0.336
H -3.904 -5.000 5.393 0.334
H -6.024 -3.070 6.456 0.307
H -6.076 -3.985 4.953 0.400
H -4.873 -2.701 5.176 0.236
C 5.719 0.626 -8.906 -1.039
C 5.690 1.985 -8.228 -0.347
O 4.983 1.998 -7.003 -0.380
C 5.492 1.158 -5.983 -0.312
C 6.907 1.509 -5.554 -1.120
H 4.708 0.229 -9.009 0.292
H 6.167 0.708 -9.897 0.387
H 6.303 -0.099 -8.337 0.262
H 5.171 2.696 -8.871 0.313
H 6.706 2.370 -8.089 0.310
H 5.427 0.107 -6.284 0.314
H 4.821 1.284 -5.133 0.334
H 7.631 1.315 -6.346 0.300
H 7.196 0.914 -4.687 0.394
H 6.976 2.567 -5.295 0.296
```

max |F|: 1.47 eV/Å
structure (SMILES): O=C(OCB(O)O)ON=C=S.CCOCC.CCOCC.CCOCC.CCOCC.CCOCC
orbital gap: 8.75 eV
multiplicity: 1
charge: 0

=====

# 4
Entry from the Open Molecules 2025 dataset: 4 unconnected molecules or ions with the total composition C23H54ClO13P2 at a distorted geometry (ωB97M-V/def2-TZVPD).

The geometry in XYZ format:
```
93
Properties=species:S:1:pos:R:3:mulliken_charge:R:1
O 1.603 -2.339 8.621 -0.453
P 0.366 -2.126 7.508 0.130
Cl -1.031 -3.649 8.058 -0.363
P 1.162 -2.668 5.463 0.139
O 0.017 -3.991 5.354 -0.260
C 0.067 -4.341 3.995 -0.824
C 1.488 -4.170 3.373 0.528
C 1.220 -4.277 1.877 -1.041
C 2.549 -4.023 1.084 0.207
C 2.982 -2.548 1.053 -0.861
O 3.644 -3.663 1.851 -0.446
O 1.879 -2.902 3.869 -0.254
H 1.824 -3.287 8.622 0.302
H 2.185 -3.553 5.988 -0.040
H 1.961 -1.463 5.607 -0.061
H 0.201 -1.782 4.813 -0.421
H -0.538 -5.191 3.654 0.324
H -0.456 -3.478 3.519 0.287
H 2.255 -4.863 3.741 0.233
H 0.506 -3.548 1.502 0.293
H 1.012 -5.312 1.588 0.389
H 2.722 -4.602 0.182 0.462
H 2.869 -1.960 1.962 0.333
H 3.806 -2.333 0.378 0.400
C 4.879 -1.683 -5.180 -0.883
O 3.839 -0.797 -4.823 -0.263
C 2.946 -1.309 -3.846 -0.527
C 2.695 -0.312 -2.725 -0.102
O 3.805 -0.028 -1.889 -0.439
C 4.907 0.673 -2.445 -0.345
C 4.635 2.100 -2.884 -0.536
O 3.821 2.153 -4.047 -0.288
C 2.774 3.099 -3.984 -0.702
H 4.541 -2.375 -5.958 0.294
H 5.705 -1.088 -5.572 0.257
H 5.247 -2.246 -4.316 0.393
H 3.319 -2.246 -3.417 0.410
H 1.994 -1.515 -4.353 0.310
H 1.945 -0.751 -2.061 0.423
H 2.249 0.610 -3.101 -0.063
H 5.375 0.091 -3.240 0.092
H 5.647 0.718 -1.640 0.437
H 5.593 2.573 -3.135 0.404
H 4.180 2.652 -2.055 0.346
H 2.337 3.154 -2.983 0.407
H 1.994 2.774 -4.674 0.097
H 3.132 4.086 -4.293 0.290
C -1.970 3.481 2.762 -0.799
O -2.801 2.622 3.508 -0.290
C -2.427 1.250 3.446 -0.601
C -2.378 0.593 4.813 -0.311
O -1.360 1.049 5.684 -0.298
C -1.436 2.367 6.193 -0.316
C -2.606 2.659 7.114 -0.545
O -3.841 2.701 6.413 -0.292
C -4.891 2.000 7.043 -0.830
H -2.295 3.515 1.715 0.291
H -2.053 4.482 3.189 0.229
H -0.920 3.177 2.814 0.380
H -1.455 1.129 2.958 0.358
H -3.185 0.733 2.843 0.372
H -2.155 -0.465 4.649 0.422
H -3.352 0.619 5.304 0.074
H -1.368 3.100 5.386 0.085
H -0.523 2.493 6.783 0.403
H -2.454 3.649 7.564 0.392
H -2.628 1.912 7.914 0.342
H -4.538 1.080 7.516 0.404
H -5.614 1.727 6.273 0.233
H -5.387 2.637 7.784 0.287
C -3.639 3.697 -5.416 -0.842
O -3.660 2.320 -5.105 -0.257
C -4.502 1.544 -5.941 -0.500
C -3.814 0.293 -6.457 -0.283
O -2.743 0.502 -7.364 -0.466
C -1.548 1.102 -6.881 -0.419
C -0.765 0.298 -5.861 -0.269
O -1.432 0.250 -4.609 -0.237
C -1.465 -1.034 -4.020 -0.705
H -4.473 4.211 -4.927 0.287
H -2.702 4.109 -5.040 0.234
H -3.678 3.871 -6.496 0.407
H -4.864 2.132 -6.792 0.347
H -5.367 1.237 -5.339 0.376
H -4.562 -0.269 -7.024 0.421
H -3.509 -0.360 -5.638 0.063
H -1.741 2.116 -6.528 0.118
H -0.910 1.212 -7.763 0.419
H 0.201 0.792 -5.696 0.161
H -0.578 -0.707 -6.255 0.392
H -1.596 -1.822 -4.769 0.432
H -2.319 -1.068 -3.343 0.240
H -0.549 -1.204 -3.445 0.073
```

max |F|: 3.71 eV/Å
orbital gap: 5.76 eV
multiplicity: 1
charge: -1